No. 1
The following is a DFT calculation (ωB97M-V with the def2-TZVPD basis set) of the ion O4P3 with charge -1 in a non-equilibrium geometry.

The energy is -1325.0913 Ha. The LUMO energy (alpha / beta) comes out at 2.123 / 2.124 eV. As for the charge: -1. The value obtained for the energy above the lowest of the compared OMol25 structures with the same formula, charge and spin is 3.580 eV. Its SMILES is O=P1=P([O-])=P(=O)O1.

Each line ends with the Löwdin charge.
Positions of all 7 atoms, in Å:
1 O 1.385 1.071 -1.857  -0.514
2 P 0.290 0.115 -1.762  0.459
3 P -1.225 0.730 0.151  0.654
4 O -0.435 1.900 1.270  -0.687
5 P -0.593 -1.448 0.637  0.368
6 O -0.015 -1.646 1.943  -0.533
7 O 0.593 -0.723 -0.382  -0.747


No. 2
The following is a DFT calculation (ωB97M-V with the def2-TZVPD basis set) of a cluster of 11 separate species, C64H157N11O16 in total in a non-equilibrium geometry.

The energy is -4338.2344 Ha. The LUMO energy comes out at 0.221 eV. The value obtained for the energy above the lowest of the compared OMol25 structures with the same formula, charge and spin is 0.000 eV. Its SMILES is CC1(C)CCCC(C)(C)N1O.CC1(C)CCCC(C)(C)N1O.COC[C@H](C)N.COC[C@H](C)N.COC[C@H](C)N.COC[C@H](C)N.COCCNCCOC.COCCNCCOC.COCCNCCOC.COCCNCCOC.COCCNCCOC.

Each line ends with the Löwdin charge.
Positions of all 248 atoms, in Å:
1 C -24.057 -10.422 7.537  -0.025
2 C -25.438 -11.173 7.539  -0.494
3 C -25.233 -12.521 8.207  -0.042
4 C -26.407 -10.312 8.363  -0.139
5 C -27.052 -9.179 7.572  -0.154
6 C -27.724 -9.779 6.328  -0.142
7 C -26.773 -10.487 5.353  -0.515
8 C -27.620 -11.183 4.310  -0.032
9 C -25.839 -9.427 4.735  -0.024
10 N -26.004 -11.418 6.199  -0.086
11 O -25.021 -12.081 5.410  -0.027
12 H -23.393 -10.958 6.859  0.072
13 H -24.176 -9.443 7.064  0.054
14 H -23.628 -10.228 8.516  0.063
15 H -25.273 -12.399 9.293  0.085
16 H -26.059 -13.194 7.971  0.089
17 H -24.274 -12.982 7.973  0.082
18 H -27.110 -10.958 8.900  0.118
19 H -25.884 -9.863 9.214  0.113
20 H -27.744 -8.554 8.134  0.113
21 H -26.307 -8.478 7.189  0.090
22 H -28.202 -8.976 5.758  0.113
23 H -28.553 -10.455 6.556  0.117
24 H -28.096 -10.463 3.635  0.087
25 H -28.447 -11.755 4.726  0.085
26 H -27.023 -11.763 3.603  0.084
27 H -25.173 -9.973 4.058  0.089
28 H -25.301 -8.751 5.386  0.041
29 H -26.407 -8.841 4.003  0.076
30 H -25.225 -13.018 5.504  0.102
31 C -18.091 -7.903 10.374  -0.035
32 C -19.238 -6.953 10.709  -0.472
33 C -18.932 -6.449 12.141  -0.029
34 C -19.187 -5.686 9.820  -0.129
35 C -19.813 -5.976 8.480  -0.188
36 C -21.279 -6.395 8.630  -0.129
37 C -21.452 -7.651 9.507  -0.482
38 C -22.925 -7.698 9.868  -0.031
39 C -20.960 -8.903 8.729  -0.011
40 N -20.564 -7.571 10.664  -0.101
41 O -20.876 -8.475 11.699  -0.016
42 H -18.220 -8.867 10.884  0.086
43 H -18.162 -8.298 9.355  0.063
44 H -17.087 -7.560 10.617  0.072
45 H -19.091 -7.301 12.807  0.074
46 H -17.874 -6.196 12.278  0.075
47 H -19.409 -5.522 12.462  0.076
48 H -19.601 -4.753 10.200  0.118
49 H -18.143 -5.511 9.552  0.095
50 H -19.769 -5.183 7.722  0.096
51 H -19.209 -6.667 7.875  0.111
52 H -21.745 -6.688 7.688  0.092
53 H -21.847 -5.536 8.996  0.125
54 H -23.287 -6.916 10.533  0.070
55 H -23.211 -8.676 10.262  0.082
56 H -23.573 -7.543 8.999  0.071
57 H -19.915 -8.888 8.432  0.061
58 H -21.559 -8.929 7.810  0.070
59 H -21.112 -9.815 9.307  0.088
60 H -21.277 -7.943 12.410  0.057
61 C -23.942 -6.013 6.419  -0.081
62 O -25.106 -5.315 5.995  -0.172
63 C -25.469 -5.452 4.664  -0.235
64 C -26.813 -4.768 4.341  -0.425
65 C -27.966 -5.712 4.719  -0.062
66 N -26.908 -4.547 2.900  0.017
67 H -23.677 -5.770 7.438  0.067
68 H -23.147 -5.957 5.670  0.097
69 H -24.277 -7.059 6.368  0.065
70 H -24.773 -5.004 3.933  0.121
71 H -25.455 -6.497 4.333  0.111
72 H -26.872 -3.784 4.817  0.137
73 H -27.846 -6.609 4.117  0.072
74 H -28.934 -5.262 4.467  0.070
75 H -28.070 -5.785 5.802  0.079
76 H -27.833 -4.165 2.735  0.068
77 H -26.241 -3.852 2.583  0.070
78 C -15.150 -10.932 7.983  -0.101
79 O -14.322 -11.232 9.084  -0.181
80 C -14.165 -10.165 9.976  -0.221
81 C -13.669 -10.558 11.383  -0.403
82 C -14.592 -11.603 11.953  -0.056
83 N -13.655 -9.434 12.324  0.048
84 H -15.235 -11.747 7.272  0.087
85 H -14.722 -10.052 7.484  0.086
86 H -16.128 -10.598 8.348  0.082
87 H -13.441 -9.424 9.604  0.123
88 H -15.105 -9.610 10.095  0.116
89 H -12.614 -10.837 11.415  0.141
90 H -15.628 -11.268 11.991  0.082
91 H -14.297 -11.927 12.945  0.056
92 H -14.605 -12.480 11.300  0.084
93 H -13.272 -8.593 11.895  0.065
94 H -14.552 -9.118 12.679  0.047
95 C -16.929 -9.626 14.158  -0.114
96 O -15.849 -10.514 14.343  -0.217
97 C -15.729 -11.064 15.657  -0.172
98 C -14.371 -11.706 15.875  -0.452
99 C -14.069 -12.041 17.326  -0.068
100 N -13.300 -10.943 15.266  0.056
101 H -16.743 -8.768 13.506  0.069
102 H -17.457 -9.171 15.002  0.082
103 H -17.703 -10.213 13.652  0.073
104 H -15.940 -10.377 16.486  0.124
105 H -16.562 -11.771 15.743  0.124
106 H -14.300 -12.689 15.382  0.127
107 H -13.948 -11.104 17.884  0.073
108 H -13.091 -12.515 17.417  0.076
109 H -14.805 -12.650 17.847  0.079
110 H -13.428 -10.772 14.280  0.020
111 H -12.330 -11.140 15.443  0.079
112 C -23.472 -11.220 17.539  -0.103
113 O -22.636 -10.081 17.675  -0.192
114 C -22.119 -9.633 16.448  -0.207
115 C -21.065 -10.571 15.788  -0.438
116 C -20.134 -11.311 16.746  -0.052
117 N -20.259 -9.766 14.849  0.059
118 H -22.916 -12.129 17.286  0.080
119 H -24.279 -11.062 16.821  0.091
120 H -23.804 -11.391 18.563  0.094
121 H -22.892 -9.522 15.684  0.117
122 H -21.474 -8.766 16.581  0.109
123 H -21.634 -11.340 15.246  0.130
124 H -19.451 -11.975 16.223  0.073
125 H -20.681 -11.834 17.534  0.066
126 H -19.622 -10.556 17.352  0.086
127 H -20.937 -9.481 14.133  0.059
128 H -19.791 -10.470 14.274  0.067
129 C -20.423 -10.542 4.757  -0.117
130 O -20.386 -10.430 3.353  -0.205
131 C -19.195 -9.848 2.833  -0.206
132 C -19.088 -10.369 1.394  -0.198
133 N -19.478 -9.466 0.315  -0.058
134 C -18.600 -8.328 0.173  -0.227
135 C -19.304 -7.257 -0.690  -0.194
136 O -19.340 -7.538 -2.082  -0.189
137 C -18.068 -7.667 -2.675  -0.125
138 H -21.477 -10.762 4.934  0.082
139 H -20.085 -9.671 5.325  0.080
140 H -19.847 -11.401 5.124  0.087
141 H -18.387 -10.311 3.422  0.115
142 H -19.093 -8.773 3.015  0.116
143 H -19.571 -11.345 1.322  0.119
144 H -18.063 -10.697 1.176  0.113
145 H -20.439 -9.206 0.505  0.112
146 H -17.630 -8.618 -0.241  0.106
147 H -18.264 -7.897 1.129  0.100
148 H -18.804 -6.281 -0.646  0.110
149 H -20.340 -7.153 -0.370  0.122
150 H -17.588 -8.593 -2.350  0.078
151 H -17.387 -6.815 -2.595  0.089
152 H -18.273 -7.846 -3.732  0.088
153 C -11.281 -3.946 0.370  -0.102
154 O -12.470 -4.716 0.231  -0.196
155 C -12.712 -5.588 1.331  -0.215
156 C -14.213 -5.863 1.447  -0.193
157 N -15.026 -4.648 1.547  -0.086
158 C -16.462 -4.877 1.643  -0.209
159 C -16.817 -4.737 3.119  -0.236
160 O -18.048 -5.321 3.527  -0.172
161 C -18.481 -4.610 4.689  -0.111
162 H -10.498 -4.293 -0.305  0.083
163 H -10.855 -3.958 1.377  0.080
164 H -11.572 -2.912 0.185  0.085
165 H -12.423 -5.143 2.287  0.117
166 H -12.145 -6.495 1.110  0.124
167 H -14.434 -6.431 2.350  0.119
168 H -14.564 -6.325 0.516  0.116
169 H -14.777 -3.939 0.876  0.106
170 H -16.741 -5.781 1.083  0.100
171 H -17.074 -4.213 1.022  0.120
172 H -16.694 -3.684 3.385  0.118
173 H -15.967 -5.188 3.644  0.114
174 H -19.292 -5.127 5.202  0.078
175 H -19.005 -3.742 4.268  0.092
176 H -17.694 -4.278 5.365  0.072
177 C -15.292 -1.900 11.617  -0.124
178 O -16.260 -2.217 10.672  -0.191
179 C -15.870 -2.290 9.311  -0.211
180 C -17.026 -3.028 8.629  -0.191
181 N -18.368 -2.450 8.887  -0.047
182 C -18.629 -1.247 8.123  -0.198
183 C -18.595 -1.462 6.602  -0.228
184 O -19.146 -0.302 6.011  -0.189
185 C -18.202 0.711 5.675  -0.098
186 H -15.045 -0.830 11.592  0.091
187 H -14.357 -2.459 11.490  0.077
188 H -15.611 -2.077 12.646  0.091
189 H -14.988 -2.913 9.143  0.106
190 H -15.669 -1.307 8.878  0.121
191 H -16.937 -4.049 9.001  0.091
192 H -16.868 -3.100 7.554  0.096
193 H -18.301 -2.391 9.896  0.099
194 H -17.907 -0.488 8.463  0.115
195 H -19.634 -0.920 8.387  0.126
196 H -19.374 -2.211 6.412  0.120
197 H -17.709 -1.921 6.162  0.101
198 H -17.252 0.312 5.317  0.086
199 H -18.029 1.394 6.510  0.082
200 H -18.687 1.267 4.873  0.085
201 C -21.502 -6.515 14.906  -0.082
202 O -22.295 -7.362 14.094  -0.216
203 C -23.201 -6.685 13.292  -0.252
204 C -24.343 -5.899 13.928  -0.203
205 N -25.189 -6.791 14.713  -0.069
206 C -26.103 -6.103 15.618  -0.202
207 C -26.864 -7.118 16.512  -0.212
208 O -26.414 -7.152 17.833  -0.178
209 C -25.057 -7.401 18.089  -0.104
210 H -22.032 -5.793 15.535  0.089
211 H -20.934 -5.884 14.211  0.080
212 H -20.835 -7.059 15.566  0.075
213 H -23.731 -7.350 12.603  0.117
214 H -22.600 -6.080 12.587  0.124
215 H -24.942 -5.443 13.138  0.124
216 H -23.974 -5.091 14.576  0.108
217 H -24.649 -7.529 15.146  0.093
218 H -26.783 -5.524 14.991  0.115
219 H -25.586 -5.385 16.267  0.111
220 H -26.875 -8.088 15.999  0.120
221 H -27.921 -6.861 16.574  0.117
222 H -24.352 -6.703 17.623  0.080
223 H -24.696 -8.388 17.773  0.075
224 H -24.949 -7.355 19.170  0.094
225 C -11.706 -6.145 17.871  -0.103
226 O -11.824 -6.832 16.631  -0.193
227 C -13.101 -7.415 16.409  -0.212
228 C -14.219 -6.360 16.381  -0.193
229 N -14.092 -5.480 15.190  -0.044
230 C -14.588 -6.124 13.988  -0.253
231 C -14.181 -5.487 12.697  -0.220
232 O -14.550 -6.217 11.544  -0.174
233 C -14.098 -5.583 10.388  -0.123
234 H -12.475 -5.423 18.162  0.077
235 H -10.825 -5.508 17.789  0.088
236 H -11.612 -6.958 18.596  0.092
237 H -13.362 -8.211 17.113  0.115
238 H -13.094 -7.872 15.421  0.104
239 H -14.403 -5.748 17.261  0.100
240 H -15.154 -6.916 16.236  0.111
241 H -13.076 -5.515 15.072  0.099
242 H -15.674 -6.305 14.028  0.118
243 H -14.342 -7.203 13.987  0.096
244 H -13.082 -5.517 12.757  0.133
245 H -14.487 -4.437 12.743  0.113
246 H -14.468 -6.078 9.488  0.092
247 H -13.021 -5.426 10.273  0.096
248 H -14.541 -4.585 10.264  0.054


No. 3
The following is a DFT calculation (ωB97M-V with the def2-TZVPD basis set) of a structure of composition C32H29N2O5PtSSi in a non-equilibrium geometry.

The energy is -2529.7030 Ha. The LUMO energy comes out at 2.491 eV. As for the charge: -1. The value obtained for the energy above the lowest of the compared OMol25 structures with the same formula, charge and spin is 0.030 eV.

Each line ends with the Löwdin charge.
Positions of all 71 atoms, in Å:
1 Pt -0.506 -1.447 -1.723  1.175
2 C -5.183 1.974 0.504  -0.052
3 C -3.979 1.741 -0.368  -0.269
4 C -2.727 2.214 0.013  -0.035
5 C -1.626 2.057 -0.812  -0.039
6 C -1.778 1.407 -2.027  -0.304
7 C -3.012 0.912 -2.421  -0.062
8 C -4.103 1.078 -1.586  -0.035
9 S -0.429 1.321 -3.163  0.592
10 O -0.986 1.069 -4.470  -0.305
11 O 0.352 2.530 -3.018  -0.315
12 N 0.440 0.056 -2.619  -0.306
13 C 1.671 -0.220 -3.238  -0.384
14 C 2.272 0.581 -4.225  -0.025
15 C 3.505 0.200 -4.708  -0.089
16 C 4.133 -0.940 -4.220  -0.103
17 C 3.459 -1.663 -3.251  -0.160
18 N 2.261 -1.328 -2.790  0.100
19 H -4.904 1.984 1.557  0.059
20 H -5.937 1.201 0.351  0.075
21 H -5.644 2.938 0.271  0.080
22 H -2.610 2.703 0.974  0.116
23 H -0.657 2.444 -0.524  0.113
24 H -3.097 0.410 -3.376  0.111
25 H -5.071 0.691 -1.887  0.109
26 H 1.790 1.476 -4.585  0.091
27 H 3.984 0.804 -5.470  0.099
28 H 5.104 -1.253 -4.580  0.085
29 H 3.895 -2.561 -2.823  0.098
30 O 0.138 -1.143 0.134  -0.460
31 Si 0.684 -0.365 1.396  0.439
32 C -0.770 0.337 2.381  -0.225
33 C -2.025 -0.247 2.188  -0.092
34 C -3.121 0.135 2.950  -0.107
35 C -2.987 1.128 3.912  -0.115
36 C -1.753 1.735 4.106  -0.102
37 C -0.658 1.334 3.351  -0.091
38 C 1.549 -1.568 2.575  -0.210
39 C 2.791 -2.102 2.216  -0.090
40 C 3.450 -3.011 3.030  -0.100
41 C 2.879 -3.407 4.233  -0.114
42 C 1.649 -2.891 4.610  -0.103
43 C 0.994 -1.982 3.786  -0.087
44 C 1.961 0.997 1.119  -0.209
45 C 2.126 1.617 -0.120  -0.079
46 C 3.044 2.644 -0.300  -0.077
47 C 3.826 3.069 0.764  -0.106
48 C 3.690 2.458 2.005  -0.104
49 C 2.771 1.432 2.174  -0.112
50 H -2.132 -1.009 1.423  0.105
51 H -4.083 -0.337 2.787  0.100
52 H -3.842 1.430 4.507  0.093
53 H -1.644 2.515 4.850  0.093
54 H 0.301 1.817 3.515  0.093
55 H 3.248 -1.800 1.279  0.108
56 H 4.411 -3.412 2.728  0.094
57 H 3.393 -4.115 4.873  0.091
58 H 1.196 -3.196 5.547  0.093
59 H 0.032 -1.587 4.094  0.095
60 H 1.535 1.284 -0.962  0.063
61 H 3.139 3.106 -1.275  0.103
62 H 4.544 3.869 0.629  0.092
63 H 4.306 2.777 2.838  0.092
64 H 2.694 0.948 3.144  0.099
65 C -2.978 -3.968 -3.504  0.006
66 C -2.044 -3.039 -2.793  -0.698
67 O -1.364 -2.182 -3.445  -0.130
68 O -1.923 -3.074 -1.530  -0.115
69 H -2.837 -3.890 -4.579  0.081
70 H -4.004 -3.700 -3.250  0.085
71 H -2.805 -4.989 -3.169  0.083


No. 4
The following is a DFT calculation (ωB97M-V with the def2-TZVPD basis set) of a structure of composition C29H28BFN11O8Rh in a non-equilibrium geometry.

Its spin multiplicity is 6. The energy is -2561.0591 Ha. The LUMO energy (alpha / beta) comes out at -3.402 / -7.494 eV. As for the charge: +1.

Each line ends with the Löwdin spin population.
Positions of all 79 atoms, in Å:
1 Rh 0.493 0.218 0.093  1.499
2 C -1.713 -2.288 1.123  -0.001
3 C -1.083 -1.417 2.158  0.005
4 C -1.018 -1.563 3.502  0.193
5 C -0.077 -0.515 4.011  0.106
6 N -0.042 0.412 2.889  0.267
7 N -0.465 -0.246 1.797  0.347
8 B 0.316 1.901 2.716  0.023
9 N 1.805 1.997 2.307  0.014
10 C 2.899 2.490 2.915  0.004
11 C 4.002 2.147 2.164  0.007
12 C 3.507 1.414 1.075  0.013
13 C 4.283 0.749 -0.006  0.000
14 N 2.181 1.350 1.179  0.152
15 N -0.533 2.443 1.510  -0.001
16 C -1.354 3.494 1.482  0.055
17 C -1.932 3.584 0.224  0.018
18 C -1.413 2.523 -0.505  0.029
19 C -1.738 2.088 -1.890  0.007
20 N -0.546 1.856 0.289  0.058
21 N -0.012 2.729 3.929  0.004
22 C -0.998 2.581 4.857  0.002
23 C -1.040 3.721 5.608  0.000
24 C -0.033 4.559 5.065  0.000
25 C 0.354 5.938 5.471  0.000
26 N 0.563 3.950 4.055  0.001
27 H -2.728 -2.551 1.417  -0.002
28 H -1.147 -3.213 1.004  -0.002
29 H -1.738 -1.773 0.162  0.005
30 H -1.465 -2.333 4.105  0.011
31 H -0.344 -0.042 4.954  0.011
32 H 2.825 3.057 3.823  0.001
33 H 5.034 2.370 2.370  0.001
34 H 5.242 0.410 0.380  0.000
35 H 4.476 1.454 -0.812  0.000
36 H 3.740 -0.107 -0.410  -0.001
37 H -1.479 4.124 2.348  0.002
38 H -2.640 4.321 -0.116  0.000
39 H -2.136 2.923 -2.463  0.000
40 H -2.497 1.303 -1.873  0.002
41 H -0.854 1.689 -2.381  0.002
42 H -1.614 1.697 4.905  0.001
43 H -1.678 3.930 6.450  0.000
44 H 0.021 6.158 6.482  0.000
45 H -0.102 6.666 4.797  0.000
46 H 1.434 6.060 5.406  0.000
47 O 2.649 -3.380 0.052  0.034
48 C 2.013 -2.495 0.561  0.005
49 O 1.407 -1.511 -0.060  0.204
50 C 1.804 -2.495 2.093  0.023
51 C 1.956 -1.347 2.801  0.240
52 C 1.389 -1.203 4.178  0.123
53 C 1.241 -2.537 4.845  0.245
54 C 1.235 -3.677 4.110  0.022
55 C 1.435 -3.704 2.715  0.330
56 N 0.987 -4.962 4.805  -0.006
57 O 0.841 -4.926 6.011  -0.008
58 O 0.939 -5.960 4.118  -0.009
59 H 2.395 -0.478 2.340  0.011
60 H 1.990 -0.514 4.776  0.016
61 H 1.103 -2.586 5.917  0.011
62 H 1.379 -4.634 2.170  0.016
63 F -1.582 3.139 -5.060  0.026
64 C -0.423 3.150 -4.433  0.073
65 C 0.462 2.163 -4.634  -0.018
66 N 1.672 2.133 -3.984  0.115
67 C 2.385 0.915 -3.861  0.076
68 C 1.939 0.168 -2.514  0.066
69 O 2.294 -0.990 -2.414  0.446
70 O 1.260 0.898 -1.732  0.045
71 C 2.083 3.208 -3.165  0.008
72 O 3.175 3.240 -2.664  0.034
73 N 1.147 4.196 -3.008  -0.006
74 C -0.170 4.233 -3.476  0.008
75 O -0.956 5.061 -3.109  0.029
76 H 0.242 1.358 -5.322  -0.002
77 H 3.455 1.088 -3.761  0.006
78 H 2.173 0.255 -4.697  0.002
79 H 1.424 4.960 -2.404  0.000